Formula: C4H8O2
Source: the OMol25 dataset
Level of theory: ωB97M-V/def2-TZVPD

Geometry as XYZ:
```
14
Properties=species:S:1:pos:R:3:forces:R:3
O 2.0558 0.9116 -0.3502 0.683 -0.429 -0.586
C 0.9481 0.3841 0.2403 1.175 -0.681 2.448
C -0.4271 1.0057 0.0929 0.066 0.275 1.741
C -1.0968 -0.3654 -0.1268 0.335 -0.006 0.517
O -1.7275 -0.7043 -1.3470 -0.013 0.424 -0.057
C 0.3175 -0.9924 -0.0555 0.214 -0.197 0.096
H 2.7651 0.4221 0.0832 0.490 0.285 -0.392
H 1.2030 0.4030 1.5548 0.357 -0.459 -3.036
H -0.7325 2.0029 -0.2355 0.334 -0.387 -0.090
H -0.0720 0.9749 1.1837 -3.782 1.447 -0.333
H -1.7547 -0.6334 0.7115 0.077 -0.064 -0.197
H -2.5937 -0.2768 -1.3729 0.191 -0.095 -0.014
H 0.5883 -1.3770 -1.0430 0.071 0.118 0.123
H 0.5226 -1.7214 0.7284 -0.198 -0.233 -0.222
```
Forces are in eV/Å.

Calculated values
- energy (hartree) = -307.5470
- spin multiplicity = 1
- orbital gap (eV) = 9.80

Atomic partial charges in e from the Löwdin method, atoms 1 to 8: 0.0184, -0.4740, -0.0698, -0.3611, -0.0285, -0.0602, 0.1044, 0.1783